Entry from OMol25: the molecule C3H3N3O in a non-equilibrium geometry (wB97M-V/def2-TZVPD).

M: 97.1 g/mol
Highest occupied orbital energy: -9.271 eV
SMILES: [H]/N=N\[C@@H]1OC1=C=N
DFT total energy: -9671.925 eV

ORCA input file:
```
! RIJCOSX wB97M-V def2-TZVPD def2/J DEFGRID3
* xyz 0 1
H 1.58839 -0.09293 -0.69660
N 2.32649 -0.15579 0.04952
N 1.83817 0.20888 1.12077
C 0.47519 0.70383 1.01223
O -0.58004 -0.09131 1.45952
C -0.39874 0.10302 0.04201
C -1.24123 -0.25616 -0.87023
N -2.19981 -0.59670 -1.56028
H 0.40359 1.75824 1.26922
H -2.21201 -1.58109 -1.82617
*
```